Entry from OMol25: a molecular structure, C15H8Br2CoF6NO2Te (wB97M-V/def2-TZVPD).

Calculated values
- spin multiplicity = 5
- HOMO level (alpha / beta) (eV) = -8.466 / -8.392
- net charge = 0
- strongest force on any atom (eV/Å) = 3.9
- ΔE to the lowest compared entry with this formula, charge and spin (kJ/mol) = 0.0
- LUMO energy (alpha / beta) (eV) = -1.645 / -3.749
- DFT total energy (eV) = -222579.3336

The geometry in XYZ format:
```
36
Properties=species:S:1:pos:R:3:forces:R:3:lowdin_charge:R:1
Co -0.544994 -0.519591 0.985533 -0.941 1.036 0.486 0.68
Br -3.192278 -1.606558 -3.193032 0.237 0.062 0.009 0.90
C -1.391636 -1.136063 -3.049611 -0.426 -0.184 -0.400 -0.57
C -0.578312 -1.117939 -4.169643 -0.089 -0.039 0.037 -0.15
C 0.757880 -0.787499 -4.059340 0.172 0.000 -0.344 -0.57
Br 1.811005 -0.803710 -5.618039 -0.164 -0.009 0.191 0.87
C 1.350177 -0.419938 -2.810706 -0.119 0.052 0.293 -0.17
C 2.695551 -0.054318 -2.625270 -0.046 -0.015 0.023 0.00
C 3.119255 0.318220 -1.376063 0.009 0.009 -0.042 0.00
C 2.212101 0.308663 -0.312840 0.075 0.043 0.048 -0.07
N 0.956153 -0.062334 -0.459468 -0.016 -0.112 -0.208 0.07
C 0.519193 -0.417100 -1.681004 0.586 0.154 -0.024 -0.12
C -0.882443 -0.821019 -1.755282 -0.271 0.018 0.600 -0.35
O -1.571859 -0.878799 -0.717310 -0.038 -0.207 -0.777 0.00
H -0.996858 -1.375532 -5.131719 0.032 0.002 -0.015 0.11
H 3.378444 -0.072396 -3.462441 0.006 0.026 -0.012 0.09
H 4.143714 0.608668 -1.193937 -0.001 0.003 -0.024 0.12
H 2.524039 0.598392 0.681544 -0.049 -0.077 0.051 0.13
F 0.767439 -2.808917 0.063421 -0.482 0.331 0.480 -0.37
Te 0.650893 -2.937855 1.969712 3.224 -2.062 0.478 1.81
F 2.406651 -3.571183 1.710369 -0.545 0.078 0.152 -0.37
F 0.120832 -4.714922 1.740514 -0.075 0.538 0.129 -0.36
F 1.589376 -1.259812 2.128539 -0.529 -0.396 -0.152 -0.39
F 1.015207 -3.263833 3.774100 -0.376 0.145 -0.443 -0.36
O -0.938215 -2.175982 2.150838 -0.478 0.695 -0.518 -0.54
F -2.649162 4.780064 3.291365 0.004 -0.037 0.005 0.04
C -2.189005 3.602218 2.805042 0.056 -0.069 -0.041 -0.30
C -2.964137 2.468258 2.945400 -0.082 0.005 0.036 -0.03
C -2.485573 1.266804 2.435304 0.068 0.159 0.001 -0.12
C -1.249289 1.184479 1.790659 0.501 -0.367 -0.168 -0.20
C -0.500073 2.359228 1.680540 -0.284 0.035 0.112 -0.14
C -0.958433 3.572761 2.182813 0.074 0.108 -0.021 -0.03
H -3.920770 2.530981 3.448409 0.005 0.028 -0.008 0.11
H -3.098526 0.379325 2.549391 -0.012 0.004 0.030 0.09
H 0.466832 2.347483 1.186151 0.021 0.019 0.014 0.07
H -0.373174 4.479755 2.096062 -0.049 0.022 0.024 0.11
```
Forces are in eV/Å.

---

Entry from OMol25: a single C15H8F3N5S molecule (wB97M-V/def2-TZVPD).

Calculated values
- HOMO level (eV) = -8.909
- SMILES = FC(F)(F)c1nnc2c(Sc3ccccn3)nc3ccccc3n12
- net charge = 0
- strongest force on any atom (eV/Å) = 1.9
- ΔE to the lowest compared entry with this formula, charge and spin (kJ/mol) = 0.0
- LUMO energy (eV) = -0.463
- DFT total energy (eV) = -42122.5439

The geometry in XYZ format:
```
32
Properties=species:S:1:pos:R:3:forces:R:3:lowdin_charge:R:1
F -1.469320 -3.796432 2.462938 0.479 0.663 -0.435 0.15
C -0.405715 -2.977736 2.408866 -0.084 -0.617 -0.091 -0.53
F -0.177635 -2.587099 3.670513 0.655 -0.239 0.102 0.15
F 0.643008 -3.750846 1.959305 -0.823 1.073 0.505 0.11
C -0.662774 -1.733104 1.583433 -0.086 0.561 -0.772 -0.14
N -1.876869 -1.441133 1.181752 0.676 0.014 -0.297 0.11
N -1.833307 -0.257373 0.514446 -0.710 0.210 0.249 0.10
C -0.618275 0.207767 0.563322 0.299 -0.514 -0.138 -0.24
C -0.073161 1.473933 0.063196 1.611 0.120 0.591 -0.48
S -1.056927 2.816605 -0.557198 0.631 0.127 1.156 1.03
C -1.784748 2.005210 -1.893231 -1.175 -0.769 -1.328 -0.66
C -3.182278 1.985636 -1.970823 -0.738 -0.228 -0.084 -0.09
C -3.825897 1.298954 -3.023237 1.032 0.403 0.514 -0.05
C -2.991576 0.703355 -3.975745 0.077 0.384 0.136 -0.07
C -1.597287 0.847172 -3.848925 0.194 -0.134 0.409 -0.12
N -0.979864 1.459453 -2.809553 -1.010 -0.371 -0.797 0.06
N 1.191599 1.736884 0.211162 -0.593 -0.813 0.111 0.11
C 2.045833 0.784626 0.818358 -1.439 -0.130 -0.357 -0.19
C 3.394632 1.087615 0.843001 1.161 -0.276 0.896 0.00
C 4.306289 0.241038 1.499531 -0.546 1.142 -0.839 -0.07
C 3.835139 -0.881036 2.135609 0.706 -0.496 0.162 -0.09
C 2.511606 -1.228680 2.049104 -1.200 -0.459 0.240 -0.01
C 1.568919 -0.442181 1.374391 1.632 0.777 -0.037 -0.09
N 0.210063 -0.708671 1.203390 -0.556 -0.374 0.421 0.14
H -3.756518 2.470647 -1.164050 0.315 -0.379 -0.541 0.11
H -4.920272 1.233673 -3.070127 0.581 0.023 -0.015 0.11
H -3.429570 0.169808 -4.819925 0.297 0.104 0.196 0.10
H -0.915692 0.421311 -4.605577 -0.481 0.220 0.445 0.11
H 3.729583 2.040302 0.442086 -0.179 -0.229 -0.146 0.12
H 5.358455 0.478822 1.501110 0.065 0.104 0.077 0.10
H 4.529897 -1.528313 2.689650 -0.443 0.292 -0.290 0.12
H 2.232664 -2.130206 2.563227 -0.347 -0.191 -0.041 0.10
```
Forces are in eV/Å.

---

Entry from OMol25: a molecular structure, C15H8N2OS4Zr (wB97M-V/def2-TZVPD).

Calculated values
- HOMO level (eV) = -14.007
- net charge = +2
- strongest force on any atom (eV/Å) = 0.9
- ΔE to the lowest compared entry with this formula, charge and spin (kJ/mol) = 171.5
- LUMO energy (eV) = -8.882
- DFT total energy (eV) = -65319.5113

The geometry in XYZ format:
```
31
Properties=species:S:1:pos:R:3:forces:R:3:lowdin_charge:R:1
Zr -0.099705 -0.099859 -0.069926 -0.649 -0.649 0.046 1.42
C 4.440487 -0.465269 -0.006215 -0.020 -0.030 0.002 0.01
C 3.081081 -0.754962 -0.029430 -0.113 0.001 -0.002 -0.08
N 2.139045 0.193876 -0.029824 0.239 0.258 -0.001 -0.08
C 2.529152 1.514996 -0.006938 -0.289 -0.273 -0.011 -0.15
C 3.865186 1.881516 0.015184 0.479 0.194 0.012 -0.11
C 4.829692 0.848635 0.015454 0.130 0.110 0.002 0.07
C 4.226271 3.274258 0.037565 0.028 -0.209 -0.002 0.03
C 3.273945 4.226489 0.037534 -0.207 0.030 -0.002 0.03
C 1.881252 3.865319 0.015072 0.193 0.479 0.012 -0.11
C 0.848303 4.829734 0.015167 0.110 0.129 0.002 0.07
C -0.465589 4.440397 -0.006705 -0.028 -0.019 0.002 0.01
C -0.755143 3.081008 -0.029955 0.000 -0.116 -0.002 -0.08
N 0.193751 2.138979 -0.030180 0.259 0.241 -0.001 -0.08
C 1.514875 2.529236 -0.007049 -0.277 -0.291 -0.011 -0.15
H 5.157055 -1.274110 -0.006262 0.004 0.019 0.000 0.14
H 2.743047 -1.783286 -0.047343 -0.038 -0.042 -0.002 0.11
H 5.883948 1.101856 0.032905 -0.048 0.035 -0.001 0.15
H 5.274353 3.543152 0.054455 0.001 -0.044 0.000 0.14
H 3.542796 5.274597 0.054401 -0.044 0.000 0.000 0.14
H 1.101442 5.883989 0.032633 0.035 -0.047 -0.001 0.15
H -1.274443 5.156920 -0.006888 0.019 0.004 0.000 0.14
H -1.783417 2.742833 -0.048016 -0.042 -0.038 -0.002 0.11
O -4.976811 -4.977080 0.290765 0.098 0.098 0.048 0.04
C -4.142665 -4.142908 0.209014 -0.174 -0.173 -0.087 -0.92
S -2.382623 -4.506692 0.114389 -0.104 -0.006 0.034 1.04
C -1.900375 -2.848204 -0.005431 0.585 -0.323 -0.007 -1.11
C -2.848078 -1.900458 -0.004159 -0.323 0.587 -0.005 -1.11
S -2.516645 -0.171937 -0.115305 0.288 -0.109 -0.028 0.57
S -4.506449 -2.382705 0.117299 -0.005 -0.104 0.034 1.04
S -0.172039 -2.516720 -0.118412 -0.108 0.288 -0.029 0.57
```
Forces are in eV/Å.

---

Which value of DFT total energy does entry 3 give? -65319.5113 eV

---

What did the third record say?
Entry from OMol25: a molecular structure, C15H8N2OS4Zr (wB97M-V/def2-TZVPD).

Calculated values
- HOMO level (eV) = -14.007
- net charge = +2
- strongest force on any atom (eV/Å) = 0.9
- ΔE to the lowest compared entry with this formula, charge and spin (kJ/mol) = 171.5
- LUMO energy (eV) = -8.882
- DFT total energy (eV) = -65319.5113

The geometry in XYZ format:
```
31
Properties=species:S:1:pos:R:3:forces:R:3:lowdin_charge:R:1
Zr -0.099705 -0.099859 -0.069926 -0.649 -0.649 0.046 1.42
C 4.440487 -0.465269 -0.006215 -0.020 -0.030 0.002 0.01
C 3.081081 -0.754962 -0.029430 -0.113 0.001 -0.002 -0.08
N 2.139045 0.193876 -0.029824 0.239 0.258 -0.001 -0.08
C 2.529152 1.514996 -0.006938 -0.289 -0.273 -0.011 -0.15
C 3.865186 1.881516 0.015184 0.479 0.194 0.012 -0.11
C 4.829692 0.848635 0.015454 0.130 0.110 0.002 0.07
C 4.226271 3.274258 0.037565 0.028 -0.209 -0.002 0.03
C 3.273945 4.226489 0.037534 -0.207 0.030 -0.002 0.03
C 1.881252 3.865319 0.015072 0.193 0.479 0.012 -0.11
C 0.848303 4.829734 0.015167 0.110 0.129 0.002 0.07
C -0.465589 4.440397 -0.006705 -0.028 -0.019 0.002 0.01
C -0.755143 3.081008 -0.029955 0.000 -0.116 -0.002 -0.08
N 0.193751 2.138979 -0.030180 0.259 0.241 -0.001 -0.08
C 1.514875 2.529236 -0.007049 -0.277 -0.291 -0.011 -0.15
H 5.157055 -1.274110 -0.006262 0.004 0.019 0.000 0.14
H 2.743047 -1.783286 -0.047343 -0.038 -0.042 -0.002 0.11
H 5.883948 1.101856 0.032905 -0.048 0.035 -0.001 0.15
H 5.274353 3.543152 0.054455 0.001 -0.044 0.000 0.14
H 3.542796 5.274597 0.054401 -0.044 0.000 0.000 0.14
H 1.101442 5.883989 0.032633 0.035 -0.047 -0.001 0.15
H -1.274443 5.156920 -0.006888 0.019 0.004 0.000 0.14
H -1.783417 2.742833 -0.048016 -0.042 -0.038 -0.002 0.11
O -4.976811 -4.977080 0.290765 0.098 0.098 0.048 0.04
C -4.142665 -4.142908 0.209014 -0.174 -0.173 -0.087 -0.92
S -2.382623 -4.506692 0.114389 -0.104 -0.006 0.034 1.04
C -1.900375 -2.848204 -0.005431 0.585 -0.323 -0.007 -1.11
C -2.848078 -1.900458 -0.004159 -0.323 0.587 -0.005 -1.11
S -2.516645 -0.171937 -0.115305 0.288 -0.109 -0.028 0.57
S -4.506449 -2.382705 0.117299 -0.005 -0.104 0.034 1.04
S -0.172039 -2.516720 -0.118412 -0.108 0.288 -0.029 0.57
```
Forces are in eV/Å.

---

Which formula does entry 1 have? C15H8Br2CoF6NO2Te

---

net charge of number 2 (C15H8F3N5S)? 0